1.
2 unconnected molecules or ions with the total composition C4H8N2 in a non-equilibrium geometry, computed with ωB97M-V/def2-TZVPD.

Computed properties:
total charge	+2
highest occupied orbital energy	-21.7	eV
relative energy (zero: lowest compared OMol25 entry of this formula, charge and spin)	11.2	kcal per mole
lowest unoccupied orbital energy	-8.295	eV

Last column: Löwdin charge in e.
Positions of all 14 atoms, in Å:
C1 1.15 0.48 -2.68  0.365
C2 0.27 -0.23 1.91  0.010
C3 -0.18 1.03 2.32  0.044
C4 -0.81 -0.61 -1.76  -0.022
N1 0.53 -1.29 1.50  0.392
N2 0.31 0.02 -2.11  0.089
H1 2.03 0.89 -3.19  0.177
H2 -0.28 1.79 1.57  0.116
H3 0.63 1.54 2.90  0.162
H4 -0.95 0.87 3.06  0.140
H5 -1.43 -0.82 -2.63  0.152
H6 -1.45 0.07 -1.18  0.141
H7 -0.63 -1.51 -1.32  0.088
H8 0.82 -2.22 1.61  0.145


2.
A molecular structure, C15H34N4O5PSSbTi in a non-equilibrium geometry, computed with ωB97M-V/def2-TZVPD.

Computed properties:
total charge	+1
highest occupied orbital energy (spin up / spin down)	-10.6 / -11.2	eV
multiplicity	2
lowest unoccupied orbital energy (spin up / spin down)	-3.138 / -2.887	eV

Last column: Löwdin charge in e.
Positions of all 62 atoms, in Å:
Ti1 -0.06 0.46 1.18  0.462
C1 3.46 1.63 4.32  -0.110
O1 3.06 2.18 3.07  -0.283
P1 1.79 1.49 2.36  0.792
O2 0.60 2.31 3.10  -0.397
C2 0.52 3.72 2.94  -0.186
O3 1.83 2.29 0.95  -0.363
C3 2.74 1.79 -0.02  -0.099
H1 4.32 2.20 4.68  0.098
H2 3.76 0.59 4.21  0.093
H3 2.66 1.73 5.07  0.093
H4 -0.24 4.09 3.64  0.106
H5 0.19 3.98 1.93  -0.009
H6 1.46 4.22 3.18  0.101
H7 2.65 2.41 -0.91  0.101
H8 2.50 0.76 -0.30  0.036
H9 3.78 1.85 0.33  0.115
C4 2.97 -0.56 -3.41  -0.007
N1 2.58 -0.86 -2.05  -0.037
C5 3.16 -1.90 -1.38  -0.040
C6 2.80 -2.16 -0.13  0.036
C7 1.77 -1.31 0.50  -0.588
O4 1.47 -1.60 1.66  -0.047
N2 1.24 -0.31 -0.19  -0.042
C8 1.60 -0.05 -1.45  -0.571
O5 1.11 0.88 -2.10  0.030
H10 3.73 -1.25 -3.78  0.099
H11 3.36 0.47 -3.46  0.100
H12 2.08 -0.62 -4.06  0.101
H13 3.91 -2.49 -1.90  0.137
H14 3.21 -2.97 0.45  0.124
N3 -1.57 2.17 -1.53  0.089
C9 -0.81 2.73 -0.57  -0.858
N4 0.27 3.40 -1.03  0.144
S1 -1.16 2.59 1.03  0.806
H15 -1.58 2.59 -2.45  0.131
H16 -2.45 1.76 -1.23  0.041
H17 0.67 3.13 -1.92  0.111
H18 0.93 3.72 -0.33  0.100
C10 -3.56 -0.64 -2.91  -0.200
C11 -3.92 -1.00 -1.48  -0.412
Sb1 -2.20 -0.73 -0.18  1.436
C12 -3.10 -1.47 1.67  -0.429
C13 -4.07 -2.64 1.52  -0.193
C14 -0.96 -2.38 -0.93  -0.406
C15 -1.69 -3.68 -1.22  -0.175
H19 -4.44 -0.77 -3.57  0.087
H20 -2.74 -1.30 -3.28  0.071
H21 -3.22 0.42 -2.96  0.050
H22 -4.27 -2.05 -1.44  0.060
H23 -4.73 -0.33 -1.13  0.069
H24 -3.67 -0.62 2.09  0.060
H25 -2.29 -1.73 2.39  0.031
H26 -4.90 -2.37 0.84  0.065
H27 -4.50 -2.88 2.52  0.083
H28 -3.56 -3.54 1.15  0.054
H29 -0.15 -2.57 -0.20  0.047
H30 -0.51 -2.02 -1.87  0.058
H31 -2.10 -4.12 -0.30  0.060
H32 -0.97 -4.41 -1.65  0.084
H33 -2.50 -3.52 -1.96  0.064
H34 -0.25 -0.70 2.49  0.027


3.
CH2Cl2 in the gas phase in a non-equilibrium geometry, computed with ωB97M-V/def2-TZVPD.

Computed properties:
highest occupied orbital energy	-10.9	eV
relative energy (zero: lowest compared OMol25 entry of this formula, charge and spin)	3.4	kcal per mole
SMILES	ClCCl
lowest unoccupied orbital energy	1.017	eV

Last column: Löwdin charge in e.
Positions of all 5 atoms, in Å:
Cl1 -0.60 1.50 0.20  0.506
C1 0.12 -0.08 0.07  -1.108
Cl2 -0.94 -1.05 -0.88  0.541
H1 1.06 0.10 -0.44  0.025
H2 0.36 -0.47 1.06  0.037